Entry from the OMol25 dataset: a cluster of 13 separate species, C63H163N13O16 in total at a distorted geometry (the ωB97M-V functional and the def2-TZVPD basis).

Calculated values
ΔE to the lowest compared entry with this formula, charge and spin: 818.1 kJ/mol
LUMO level: 0.44 eV
DFT total energy: -4413.09548 Ha
HOMO: -0.2910 Eh
Orbital gap: 8.36 eV
Molar mass: 1359.1 Da

Each line ends with the Mulliken charge.
Element x y z (Å)
C (8.920, -17.205, -7.893)  -1.412
C (7.853, -17.756, -6.996)  0.750
C (6.493, -17.748, -7.611)  0.013
O (5.695, -18.653, -6.816)  -0.417
C (4.297, -18.772, -7.240)  -0.561
N (8.155, -19.105, -6.731)  -0.816
H (8.848, -16.119, -7.942)  0.266
H (8.938, -17.689, -8.870)  0.394
H (9.844, -17.399, -7.348)  0.361
H (7.797, -17.289, -6.013)  0.261
H (6.388, -18.045, -8.655)  0.382
H (6.048, -16.756, -7.542)  -0.476
H (4.132, -19.381, -8.129)  0.322
H (3.774, -17.819, -7.166)  0.116
H (3.814, -19.343, -6.446)  0.262
H (8.982, -19.173, -6.155)  0.243
H (7.340, -19.509, -6.292)  0.263
C (2.377, -17.296, -11.863)  -1.722
C (1.185, -16.540, -12.452)  1.691
C (1.318, -16.329, -13.886)  -1.134
O (0.174, -15.568, -14.385)  -0.167
C (0.154, -15.304, -15.800)  -0.787
N (-0.005, -17.211, -12.000)  -0.469
H (2.324, -18.376, -12.003)  0.379
H (2.320, -17.144, -10.785)  0.348
H (3.253, -16.821, -12.304)  0.400
H (1.185, -15.549, -11.998)  -0.593
H (1.430, -17.280, -14.406)  0.363
H (2.095, -15.625, -14.183)  0.437
H (-0.714, -14.652, -15.896)  0.162
H (-0.145, -16.066, -16.519)  0.288
H (1.025, -14.767, -16.176)  0.353
H (0.121, -18.098, -12.466)  0.382
H (-0.749, -16.772, -12.523)  0.175
C (-5.797, -13.423, -10.911)  -1.072
C (-5.952, -12.557, -9.692)  0.958
C (-7.149, -11.596, -9.764)  -0.823
O (-7.259, -10.906, -8.506)  -0.316
C (-7.145, -9.475, -8.542)  -0.589
N (-6.163, -13.451, -8.578)  -0.215
H (-6.607, -14.127, -11.101)  0.474
H (-4.836, -13.934, -10.849)  0.286
H (-5.730, -12.811, -11.811)  0.143
H (-5.069, -11.959, -9.469)  -0.241
H (-8.029, -12.228, -9.888)  0.293
H (-7.003, -10.994, -10.661)  0.268
H (-7.629, -9.000, -7.688)  0.264
H (-7.470, -8.992, -9.463)  0.317
H (-6.074, -9.278, -8.510)  0.150
H (-6.979, -13.964, -8.881)  0.146
H (-6.371, -12.826, -7.812)  0.212
C (-3.064, -12.535, -13.751)  -1.218
C (-2.916, -11.304, -14.717)  0.315
C (-3.766, -10.042, -14.376)  -0.850
O (-5.080, -10.376, -13.785)  -0.285
C (-5.745, -9.125, -13.430)  -0.832
N (-1.501, -11.041, -14.854)  -0.786
H (-2.616, -13.502, -13.981)  0.391
H (-4.122, -12.787, -13.691)  0.397
H (-2.655, -12.348, -12.758)  0.311
H (-3.336, -11.689, -15.647)  0.385
H (-3.890, -9.500, -15.313)  0.420
H (-3.266, -9.297, -13.757)  0.369
H (-5.267, -8.639, -12.580)  0.294
H (-6.790, -9.350, -13.215)  0.272
H (-5.934, -8.432, -14.250)  0.348
H (-1.155, -10.701, -13.968)  0.212
H (-0.997, -11.915, -14.900)  0.376
C (-2.783, -10.048, -9.858)  -1.367
C (-1.365, -10.022, -9.631)  1.521
C (-0.427, -10.305, -10.876)  -0.996
O (-0.558, -11.672, -11.180)  -0.169
C (0.519, -12.365, -11.789)  -0.581
N (-1.072, -8.642, -9.239)  -0.742
H (-3.100, -9.371, -10.652)  0.269
H (-3.519, -9.813, -9.089)  0.622
H (-3.026, -11.077, -10.122)  -0.472
H (-1.156, -10.661, -8.774)  -0.180
H (0.576, -9.908, -10.715)  0.083
H (-0.752, -9.644, -11.680)  0.119
H (1.051, -11.829, -12.575)  0.182
H (0.274, -13.346, -12.197)  0.205
H (1.164, -12.501, -10.922)  0.197
H (-1.307, -8.487, -8.269)  0.370
H (-1.676, -8.022, -9.759)  0.284
C (1.546, -10.639, -7.111)  -0.028
C (2.057, -10.676, -5.618)  -0.298
C (1.735, -11.916, -4.819)  -0.355
O (2.298, -13.074, -5.620)  -0.235
C (1.688, -14.330, -5.576)  -0.465
N (3.437, -10.425, -5.420)  -0.575
H (2.304, -11.320, -7.498)  -0.367
H (1.445, -9.658, -7.575)  0.504
H (0.563, -11.110, -7.114)  -0.212
H (1.618, -9.891, -5.002)  0.719
H (0.646, -11.975, -4.804)  -0.061
H (2.209, -11.764, -3.849)  0.427
H (2.243, -14.934, -6.294)  0.009
H (0.662, -14.285, -5.942)  0.120
H (1.729, -14.806, -4.596)  0.345
H (3.997, -11.249, -5.585)  0.182
H (3.588, -10.146, -4.461)  0.323
C (-0.303, -20.817, -6.344)  -1.318
C (-1.259, -20.263, -5.144)  1.046
C (-1.972, -21.371, -4.306)  -0.910
O (-2.734, -22.066, -5.302)  -0.095
C (-3.775, -22.744, -4.605)  -0.732
N (-0.441, -19.261, -4.456)  -0.685
H (0.618, -21.238, -5.940)  0.488
H (0.079, -20.093, -7.064)  0.428
H (-0.745, -21.600, -6.959)  -0.024
H (-2.065, -19.710, -5.626)  -0.148
H (-2.595, -20.995, -3.494)  0.438
H (-1.159, -21.935, -3.850)  0.251
H (-3.402, -23.323, -3.760)  0.375
H (-4.308, -23.394, -5.299)  0.224
H (-4.469, -21.995, -4.224)  0.123
H (-0.736, -18.329, -4.709)  0.273
H (0.488, -19.373, -4.839)  0.267
C (5.368, -10.367, -11.437)  -1.484
C (3.851, -10.061, -11.266)  0.597
C (3.193, -10.003, -12.636)  -0.358
O (3.713, -9.040, -13.539)  -0.417
C (3.313, -9.190, -14.848)  -0.756
N (3.309, -11.062, -10.443)  0.198
H (5.516, -11.275, -12.022)  0.327
H (5.988, -10.556, -10.561)  0.319
H (5.924, -9.674, -12.068)  0.394
H (3.719, -9.108, -10.753)  0.347
H (2.111, -9.972, -12.514)  0.183
H (3.410, -10.980, -13.066)  0.269
H (3.950, -8.485, -15.381)  0.271
H (2.285, -8.839, -14.932)  0.309
H (3.484, -10.150, -15.335)  0.304
H (2.510, -10.641, -9.991)  -0.302
H (3.775, -11.333, -9.589)  -0.077
C (-0.715, -14.396, -8.738)  -0.912
C (-1.575, -14.876, -9.868)  2.514
C (-2.780, -15.653, -9.263)  -0.844
O (-2.522, -16.671, -8.302)  0.131
C (-1.660, -17.726, -8.747)  -0.261
N (-2.123, -13.748, -10.649)  0.662
H (0.267, -14.074, -9.083)  0.016
H (-0.495, -15.172, -8.005)  0.560
H (-1.245, -13.574, -8.256)  0.190
H (-0.957, -15.428, -10.576)  -1.644
H (-3.345, -16.191, -10.024)  0.422
H (-3.381, -14.916, -8.731)  -0.337
H (-1.503, -18.341, -7.861)  -0.307
H (-0.670, -17.463, -9.117)  0.106
H (-2.223, -18.434, -9.356)  0.426
H (-1.396, -13.048, -10.694)  -0.194
H (-3.009, -13.494, -10.234)  -0.444
C (-6.364, -19.439, -4.442)  -0.916
O (-5.336, -18.643, -4.928)  -0.205
C (-5.030, -17.419, -4.255)  -0.774
C (-3.859, -16.652, -5.006)  0.102
N (-3.843, -15.266, -4.766)  -0.291
C (-4.799, -14.406, -5.540)  0.162
C (-4.634, -12.932, -5.048)  -0.806
O (-3.284, -12.454, -5.144)  -0.133
C (-2.736, -11.589, -4.176)  -0.488
H (-6.447, -20.417, -4.916)  0.252
H (-7.305, -18.895, -4.524)  0.354
H (-6.251, -19.663, -3.382)  0.352
H (-4.903, -17.612, -3.190)  0.325
H (-5.989, -16.908, -4.337)  0.357
H (-3.893, -16.747, -6.092)  0.101
H (-3.005, -17.136, -4.533)  0.146
H (-2.970, -14.921, -5.139)  0.243
H (-5.835, -14.680, -5.342)  0.285
H (-4.588, -14.473, -6.608)  -0.361
H (-5.128, -12.691, -4.107)  0.495
H (-5.173, -12.291, -5.746)  0.271
H (-1.723, -11.368, -4.512)  -0.203
H (-2.694, -12.149, -3.242)  0.383
H (-3.219, -10.613, -4.128)  0.290
C (-7.905, -17.134, -7.982)  -0.544
O (-8.734, -18.109, -8.626)  -0.354
C (-9.961, -18.432, -7.856)  -0.471
C (-11.126, -18.775, -8.789)  -0.582
N (-12.095, -19.650, -8.063)  -0.348
C (-13.057, -20.338, -8.913)  -0.610
C (-14.232, -21.037, -8.173)  -0.439
O (-15.429, -20.910, -8.941)  -0.331
C (-16.385, -21.886, -8.412)  -0.725
H (-7.059, -16.697, -8.513)  0.290
H (-7.456, -17.593, -7.101)  0.203
H (-8.452, -16.245, -7.668)  0.290
H (-10.330, -17.518, -7.391)  0.273
H (-9.673, -19.220, -7.161)  0.298
H (-10.677, -19.373, -9.582)  0.441
H (-11.607, -17.829, -9.040)  0.238
H (-12.633, -18.952, -7.569)  0.238
H (-12.404, -21.089, -9.357)  0.275
H (-13.513, -19.683, -9.656)  0.309
H (-14.215, -20.863, -7.097)  0.404
H (-13.947, -22.087, -8.096)  0.288
H (-16.724, -21.760, -7.383)  0.294
H (-15.930, -22.869, -8.529)  0.320
H (-17.317, -21.794, -8.970)  0.259
C (4.174, -14.898, -9.379)  0.129
O (4.783, -13.637, -9.107)  -0.323
C (5.534, -13.631, -7.928)  -0.433
C (5.682, -12.142, -7.398)  0.574
N (6.564, -12.092, -6.236)  -0.274
C (7.887, -12.495, -6.534)  -0.235
C (8.820, -12.130, -5.392)  -0.834
O (9.049, -13.188, -4.426)  -0.291
C (9.845, -13.081, -3.365)  -0.727
H (4.578, -15.747, -8.828)  -0.192
H (4.353, -15.206, -10.409)  0.184
H (3.098, -14.920, -9.211)  0.069
H (6.467, -14.176, -8.073)  0.398
H (5.042, -14.119, -7.086)  0.390
H (4.721, -11.852, -6.974)  -1.345
H (6.010, -11.423, -8.148)  0.565
H (6.634, -11.110, -6.010)  0.287
H (8.299, -12.144, -7.480)  0.373
H (7.883, -13.572, -6.704)  0.075
H (8.513, -11.242, -4.841)  0.338
H (9.824, -11.787, -5.643)  0.505
H (9.705, -12.044, -3.059)  0.297
H (10.882, -13.152, -3.692)  0.290
H (9.711, -13.804, -2.561)  0.209
C (0.916, -28.131, -8.873)  -1.689
C (-0.256, -27.660, -7.943)  1.499
C (0.366, -27.166, -6.573)  -1.036
C (0.957, -25.753, -6.822)  -1.075
C (-0.134, -24.776, -7.293)  -0.620
C (-0.721, -25.126, -8.674)  1.390
N (-1.073, -26.589, -8.590)  0.553
O (-1.921, -27.023, -9.614)  -0.501
C (-1.971, -24.264, -8.696)  -1.843
C (0.317, -24.776, -9.828)  -1.681
C (-1.104, -28.799, -7.464)  -2.000
H (1.564, -27.308, -9.175)  0.294
H (0.389, -28.521, -9.744)  0.370
H (1.528, -29.009, -8.667)  0.390
H (-0.330, -27.285, -5.743)  0.382
H (1.270, -27.715, -6.310)  0.413
H (1.785, -25.735, -7.530)  0.338
H (1.363, -25.504, -5.841)  0.418
H (0.445, -23.862, -7.425)  0.334
H (-0.818, -24.712, -6.447)  0.207
H (-2.481, -24.345, -9.656)  0.448
H (-2.671, -24.551, -7.912)  0.405
H (-1.710, -23.207, -8.737)  0.301
H (1.347, -24.918, -9.503)  0.355
H (0.124, -25.267, -10.782)  0.275
H (0.337, -23.694, -9.954)  0.481
H (-1.995, -28.529, -6.897)  0.459
H (-0.518, -29.446, -6.811)  0.425
H (-1.498, -29.462, -8.233)  0.387
H (-2.758, -27.191, -9.175)  0.316